--- i ---
DFT (ωB97M-V/def2-TZVPD) results for a 2-piece molecular cluster, C3H9N overall.

The SMILES is C=C.CN. The lowest unoccupied orbital energy comes out at 1.03 eV. The HOMO-LUMO gap comes out at 10.463 eV. The highest occupied orbital energy is -9.432 eV.

Each line ends with the natural charge from an NBO analysis.
CARTESIAN COORDINATES (ANGSTROEM)
C 2.773 -0.588 -0.129  -0.377
C 2.604 0.731 0.090  -0.402
C -1.764 -0.430 0.325  -0.408
H 2.125 -1.068 -0.836  0.186
H 3.537 -1.255 0.220  0.194
H 1.983 1.206 -0.694  0.193
H 3.245 1.462 0.696  0.206
H -3.174 1.189 0.265  0.341
H -2.976 0.445 -1.182  0.341
H -1.819 -1.430 -0.048  0.193
H -1.002 0.039 -0.444  0.170
H -1.596 -0.331 1.329  0.197
N -3.143 0.209 -0.146  -0.835

--- ii ---
DFT (ωB97M-V/def2-TZVPD) results for an isolated molecule of C3H9N.

The SMILES is CN(C)C. The lowest unoccupied orbital energy comes out at 1.16 eV. The HOMO-LUMO gap comes out at 9.698 eV. The highest occupied orbital energy is -8.540 eV.

Each line ends with the natural charge from an NBO analysis.
CARTESIAN COORDINATES (ANGSTROEM)
C 1.100 -0.850 -0.033  -0.420
C -1.363 -0.507 -0.034  -0.413
C 0.192 1.311 -0.020  -0.419
H 1.096 -1.900 -0.227  0.203
H 1.267 -0.756 1.041  0.166
H 2.014 -0.436 -0.603  0.199
H -1.448 -1.559 -0.443  0.199
H -2.123 0.140 -0.477  0.205
H -1.443 -0.609 1.083  0.160
H 1.189 1.641 -0.433  0.201
H -0.545 2.041 -0.441  0.195
H 0.131 1.507 1.050  0.163
N -0.067 -0.024 -0.463  -0.440

Which is the most stable structure? ii is the most stable.

--- i ---
DFT (ωB97M-V/def2-TZVPD) results for a 2-piece molecular cluster, C3H9N overall.

The SMILES is C=NC.C. The lowest unoccupied orbital energy comes out at 1.06 eV. The HOMO-LUMO gap comes out at 10.556 eV. The highest occupied orbital energy is -9.495 eV.

Each line ends with the natural charge from an NBO analysis.
CARTESIAN COORDINATES (ANGSTROEM)
C -1.615 2.390 1.620  -0.854
H -1.881 3.181 0.921  0.215
H -1.748 2.667 2.663  0.212
H -0.655 1.924 1.426  0.218
H -2.319 1.593 1.391  0.209
C 0.158 -1.826 -0.673  -0.464
C 2.120 -0.963 -1.477  -0.052
N 0.954 -0.680 -1.087  -0.385
H 0.429 -2.817 -1.014  0.188
H -0.866 -1.657 -1.019  0.210
H -0.065 -1.778 0.402  0.204
H 2.705 -0.269 -2.073  0.161
H 2.783 -1.767 -1.080  0.139

--- ii ---
DFT (ωB97M-V/def2-TZVPD) results for a 2-piece molecular cluster, C3H9N overall.

The SMILES is C=NC.C. The lowest unoccupied orbital energy comes out at 0.06 eV. The HOMO-LUMO gap comes out at 7.834 eV. The highest occupied orbital energy is -7.770 eV.

Each line ends with the natural charge from an NBO analysis.
CARTESIAN COORDINATES (ANGSTROEM)
C 2.513 -1.509 5.648  -0.889
H 1.443 -1.476 5.258  0.232
H 3.384 -1.100 4.917  0.217
H 2.810 -0.899 6.570  0.222
H 2.913 -2.607 5.897  0.217
C -1.117 1.586 -2.841  -0.412
C -2.252 0.197 -4.472  0.160
N -1.480 1.161 -4.207  -0.548
H -1.921 2.356 -2.447  0.181
H -0.905 0.726 -2.181  0.199
H -0.141 2.204 -2.931  0.206
H -1.890 -0.847 -4.656  0.105
H -3.356 0.208 -4.555  0.107

Which is the most stable structure? i is the most stable.

--- i ---
DFT (ωB97M-V/def2-TZVPD) results for an isolated molecule of C21H27N3O4S.

The SMILES is COCCC(=O)N1CCC(Oc2ccc(C(=O)NCc3csc(C)n3)cc2)CC1. The lowest unoccupied orbital energy comes out at 0.44 eV. The HOMO-LUMO gap comes out at 9.045 eV. The highest occupied orbital energy is -8.609 eV.

Each line ends with the natural charge from an NBO analysis.
CARTESIAN COORDINATES (ANGSTROEM)
C -1.046 -2.442 1.249  -0.244
O -2.133 -2.202 0.391  -0.562
C -3.209 -3.090 0.620  -0.050
C -4.396 -2.725 -0.271  -0.513
C -5.005 -1.408 0.195  0.690
O -5.801 -1.397 1.116  -0.642
N -4.645 -0.278 -0.451  -0.440
C -3.621 -0.171 -1.473  -0.222
H -2.896 -0.972 -1.333  0.232
C -2.889 1.168 -1.349  -0.443
H -3.444 1.980 -1.822  0.208
H -1.917 1.102 -1.839  0.227
C -2.727 1.483 0.142  0.098
C -4.108 1.806 0.727  -0.412
C -5.185 0.989 0.000  -0.232
H -6.020 0.772 0.667  0.256
H -5.562 1.532 -0.872  0.189
H -4.296 2.872 0.603  0.221
H -4.114 1.581 1.793  0.216
H -2.315 0.600 0.650  0.186
O -1.895 2.606 0.370  -0.490
C -0.546 2.474 0.306  0.317
C 0.187 3.634 0.580  -0.246
C 1.562 3.614 0.555  -0.150
C 2.252 2.445 0.238  -0.173
C 1.523 1.290 -0.019  -0.181
C 0.140 1.299 0.012  -0.276
H -0.389 0.381 -0.190  0.209
H 2.028 0.355 -0.220  0.211
C 3.741 2.471 0.245  0.664
O 4.384 3.199 0.978  -0.627
N 4.323 1.656 -0.669  -0.602
H 3.759 1.011 -1.199  0.407
C 5.738 1.375 -0.664  -0.252
C 5.979 -0.046 -0.250  0.117
C 6.955 -0.501 0.578  -0.434
S 6.841 -2.208 0.772  0.379
C 5.444 -2.184 -0.291  0.098
N 5.142 -1.014 -0.722  -0.473
C 4.713 -3.426 -0.629  -0.659
H 5.380 -4.140 -1.110  0.232
H 4.317 -3.891 0.273  0.230
H 3.893 -3.190 -1.303  0.239
H 7.722 0.054 1.076  0.244
H 6.212 2.067 0.035  0.249
H 6.148 1.540 -1.669  0.207
H 2.130 4.503 0.780  0.236
H -0.356 4.535 0.818  0.225
H -4.073 -0.262 -2.470  0.191
H -5.160 -3.490 -0.128  0.246
H -4.100 -2.708 -1.317  0.216
H -2.884 -4.122 0.409  0.170
H -3.520 -3.037 1.674  0.182
H -0.269 -1.725 0.989  0.192
H -0.659 -3.460 1.121  0.168
H -1.332 -2.304 2.298  0.173

--- ii ---
DFT (ωB97M-V/def2-TZVPD) results for C21H27N3O4S as an isolated structure.

The lowest unoccupied orbital energy comes out at 0.30 eV. The HOMO-LUMO gap comes out at 8.699 eV. The highest occupied orbital energy is -8.400 eV.

Each line ends with the natural charge from an NBO analysis.
CARTESIAN COORDINATES (ANGSTROEM)
C -4.493 -0.888 2.136  -0.621
H -4.083 -0.876 3.090  0.231
H -3.687 -1.411 1.461  0.197
H -5.474 -1.375 1.961  0.208
C -4.555 0.353 1.336  -0.237
N -5.043 0.444 0.152  -0.707
S -3.885 0.847 -0.811  2.116
O -3.034 2.096 -0.600  -0.907
O -4.453 1.131 -2.365  -0.906
C -2.730 -0.532 -0.951  -0.302
C -3.340 -1.498 -1.354  -0.212
C -2.585 -2.719 -1.411  -0.328
C -1.144 -2.947 -0.938  0.385
C -0.635 -1.434 -0.360  0.123
C -1.491 -0.417 -0.592  -0.217
H -1.190 0.533 -0.019  0.245
N 0.671 -1.442 0.163  -0.626
C 1.702 -2.079 0.361  0.679
O 1.959 -3.112 -0.024  -0.618
C 2.865 -1.173 0.982  -0.299
N 2.663 0.198 0.551  -0.484
C 3.231 1.142 1.793  -0.172
C 4.867 1.007 1.714  -0.472
C 5.384 0.953 0.440  -0.044
C 6.816 1.215 -0.156  -0.084
C 7.456 1.054 -1.189  -0.276
C 6.567 0.686 -2.289  -0.189
C 5.230 0.887 -2.150  -0.203
C 4.550 0.703 -0.737  -0.036
C 3.167 0.568 -0.621  -0.245
H 2.677 1.687 -0.958  0.216
H 2.713 -0.138 -1.545  0.211
H 4.582 0.639 -2.957  0.206
H 6.960 0.730 -3.301  0.210
H 8.407 1.078 -1.298  0.215
H 7.493 1.370 0.991  0.143
H 5.169 -0.046 1.970  0.232
H 5.316 1.716 2.515  0.245
H 3.069 2.124 1.412  0.199
H 2.812 0.938 2.713  0.209
H 2.981 -1.498 2.101  0.223
H 3.690 -1.547 0.687  0.191
H 0.703 -0.345 0.389  0.436
O -0.550 -4.062 -0.780  -0.638
H 0.333 -3.741 -0.563  0.514
H -2.684 -3.844 -1.645  0.235
H -4.206 -1.851 -1.708  0.264
C -6.211 0.768 -0.193  -0.160
C -6.568 2.507 -0.209  -0.568
H -6.035 3.013 -0.705  0.170
H -6.416 2.804 0.869  0.182
H -7.590 2.692 -0.453  0.200
H -6.835 0.408 0.311  0.176
H -6.429 0.527 -1.169  0.239
H -5.144 1.079 2.199  0.197
H -3.544 1.079 1.749  0.253

Which is the most stable structure? i is the most stable.

--- i ---
DFT (ωB97M-V/def2-TZVPD) results for an isolated ion of composition C8H14N2O and charge +2.

The SMILES is C\C=C/C(O)=[NH+]\C=C/CC=[NH2+]. Its charge is +2. The lowest unoccupied orbital energy comes out at -8.42 eV. The HOMO-LUMO gap comes out at 9.149 eV. The highest occupied orbital energy is -17.564 eV.

Each line ends with the natural charge from an NBO analysis.
CARTESIAN COORDINATES (ANGSTROEM)
C 1.871 -1.560 -0.162  -0.220
C 0.906 -2.386 0.336  0.019
C -0.900 0.316 0.574  -0.455
C 2.158 0.920 -0.427  0.327
C -2.880 1.852 -0.217  -0.720
C -1.526 1.471 0.425  0.056
C 1.600 -0.341 -0.995  -0.554
C -1.187 -0.977 0.144  0.681
N -0.443 -2.083 0.158  -0.510
N 2.910 0.987 0.590  -0.608
O -2.395 -1.329 -0.263  -0.593
H 2.868 -1.909 0.000  0.250
H 1.072 -3.214 0.976  0.262
H -3.756 1.689 0.492  0.283
H -3.092 1.268 -1.164  0.247
H -1.204 2.434 0.743  0.246
H 2.120 -0.516 -1.955  0.318
H 0.508 -0.135 -1.092  0.271
H -0.074 0.275 1.301  0.250
H 1.912 1.931 -0.948  0.267
H -0.992 -2.821 -0.158  0.445
H 3.249 0.065 1.118  0.464
H -2.947 2.883 -0.527  0.274
H 3.302 1.857 0.921  0.461
H -3.081 -0.676 0.128  0.537

--- ii ---
DFT (ωB97M-V/def2-TZVPD) results for an isolated ion of composition C8H14N2O and charge +2.

The SMILES is C=[N+](CC)C(=O)[N+](=C)C1CC1. Its charge is +2. The lowest unoccupied orbital energy comes out at -9.84 eV. The HOMO-LUMO gap comes out at 8.375 eV. The highest occupied orbital energy is -18.211 eV.

Each line ends with the natural charge from an NBO analysis.
CARTESIAN COORDINATES (ANGSTROEM)
C 1.736 1.054 -0.569  0.146
C -0.138 0.670 3.028  0.183
C 0.685 -0.407 0.959  0.850
C 0.532 -0.534 -2.756  -0.432
C 1.642 -1.628 -2.234  -0.349
C 0.604 -1.003 -1.377  -0.095
C -2.506 0.129 0.877  -0.626
C -1.411 1.201 1.098  -0.279
N 1.064 -0.007 -0.384  -0.329
N -0.263 0.717 1.741  -0.329
O 0.858 -1.436 1.434  -0.327
H 1.954 1.009 -1.696  0.279
H 1.898 1.764 0.254  0.272
H -0.930 1.092 3.700  0.264
H 0.725 0.333 3.488  0.237
H 1.019 0.292 -3.172  0.247
H -0.214 -0.908 -3.386  0.279
H 1.520 -2.565 -2.670  0.277
H 2.573 -1.221 -2.088  0.224
H -0.216 -1.573 -0.799  0.266
H -3.495 0.446 1.143  0.286
H -2.423 -0.510 0.021  0.236
H -2.332 -0.506 1.768  0.213
H -1.775 2.140 1.529  0.279
H -1.109 1.449 0.092  0.227

Which is the most stable structure? i is the most stable.

--- i ---
DFT (ωB97M-V/def2-TZVPD) results for C3H2N2O as an isolated structure.

The lowest unoccupied orbital energy comes out at -0.12 eV. The HOMO-LUMO gap comes out at 10.299 eV. The highest occupied orbital energy is -10.424 eV.

Each line ends with the natural charge from an NBO analysis.
CARTESIAN COORDINATES (ANGSTROEM)
O 1.083 -1.063 -0.163  -0.649
C 0.139 -0.055 -0.106  -0.016
C -0.477 0.130 -1.412  0.235
N -0.847 0.392 -2.477  -0.243
C -0.546 0.295 1.085  0.117
N -0.885 0.756 2.094  -0.271
H 1.070 -1.661 0.594  0.502
H 0.443 1.201 0.473  0.326

--- ii ---
DFT (ωB97M-V/def2-TZVPD) results for an isolated molecule of C3H2N2O.

The SMILES is N#CC(O)=C=N. The lowest unoccupied orbital energy comes out at 0.11 eV. The HOMO-LUMO gap comes out at 9.893 eV. The highest occupied orbital energy is -9.781 eV.

Each line ends with the natural charge from an NBO analysis.
CARTESIAN COORDINATES (ANGSTROEM)
O 1.036 1.220 0.456  -0.654
C 0.086 0.239 0.274  -0.031
C -0.548 -0.342 1.418  0.232
N -1.050 -0.796 2.357  -0.288
C -0.155 -0.246 -0.926  0.421
N -0.349 -0.697 -2.044  -0.548
H 0.597 2.078 0.415  0.487
H 0.328 -1.442 -2.145  0.383

Which is the most stable structure? ii is the most stable.

--- i ---
DFT (ωB97M-V/def2-TZVPD) results for an isolated molecule of C7H7N3O2.

The SMILES is N#C[C@@H]1C=CC=C([N+](=O)[O-])[C@H]1N. The lowest unoccupied orbital energy comes out at -1.14 eV. The HOMO-LUMO gap comes out at 8.408 eV. The highest occupied orbital energy is -9.553 eV.

Each line ends with the natural charge from an NBO analysis.
CARTESIAN COORDINATES (ANGSTROEM)
C 0.302 2.239 -0.852  0.282
C -1.141 1.003 0.477  -0.103
C -0.419 0.774 1.608  -0.246
C -0.528 1.014 -0.894  -0.381
C 1.014 0.525 1.479  -0.134
C 0.689 -0.088 -1.013  -0.056
C 1.496 0.197 0.206  0.048
N 0.972 3.127 -0.598  -0.319
N 0.363 -1.417 -1.153  -0.857
N 2.881 -0.258 0.127  0.503
O 3.167 -0.720 -0.972  -0.385
O 3.667 -0.216 1.059  -0.376
H -2.202 1.032 0.477  0.218
H -0.948 0.752 2.504  0.230
H -1.145 0.964 -1.809  0.264
H 1.760 0.676 2.334  0.271
H 1.270 0.214 -1.931  0.242
H 0.587 -2.018 -0.342  0.393
H 0.173 -1.886 -2.077  0.406

--- ii ---
DFT (ωB97M-V/def2-TZVPD) results for C7H7N3O2 as an isolated structure.

The lowest unoccupied orbital energy comes out at 0.18 eV. The HOMO-LUMO gap comes out at 8.111 eV. The highest occupied orbital energy is -7.936 eV.

Each line ends with the natural charge from an NBO analysis.
CARTESIAN COORDINATES (ANGSTROEM)
C 2.019 -0.506 1.787  -0.286
C 1.806 0.781 2.257  0.065
C -0.161 0.876 1.155  0.248
C 1.047 -1.045 0.965  0.074
C -0.930 0.034 -2.342  0.577
C -0.635 -0.615 -1.200  -0.415
C -1.751 -0.305 -0.380  0.018
H 2.917 -1.064 2.047  0.228
H 2.518 1.256 2.899  0.201
H -1.062 1.423 0.884  0.199
H 1.139 -2.046 0.555  0.198
H -0.806 0.680 -4.096  0.496
H 0.231 -1.259 -1.044  0.223
H -1.970 -0.594 0.636  0.227
N 0.707 1.481 1.942  -0.420
N -0.060 -0.355 0.641  -0.477
N -2.622 0.453 -0.963  -0.159
O -0.287 0.131 -3.503  -0.653
O -2.099 0.674 -2.239  -0.345

Which is the most stable structure? i is the most stable.